ORCA calculation (ωB97M-V with the def2-TZVPD basis set) on a structure of composition C23H43BiCl2IN3O4Si.

Each line ends with the Mulliken charge.
CARTESIAN COORDINATES (ANGSTROEM)
C: -1.693 -0.123 -5.163  -1.659
C: -1.331 -1.018 -4.006  0.475
H: -1.668 -0.647 -6.110  0.518
H: -0.966 0.681 -5.280  0.207
H: -2.687 0.319 -5.064  0.330
C: -0.706 -2.212 -4.202  0.329
C: -0.705 -2.969 -5.494  -1.888
H: -0.125 -2.721 -3.472  0.521
H: 0.008 -2.588 -6.248  0.316
H: -1.696 -3.056 -5.966  0.348
H: -0.373 -3.974 -5.262  0.443
Bi: 0.671 0.999 2.193  1.022
Cl: 1.362 3.444 1.574  -0.596
C: -0.584 -1.953 3.021  0.123
O: 0.308 -1.380 2.341  -0.363
N: -0.297 -3.137 3.577  0.329
C: 1.041 -3.663 3.350  -0.868
C: -1.346 -3.940 4.159  -0.937
H: -1.587 -1.541 3.147  0.225
H: 1.755 -2.875 3.599  0.260
H: 1.189 -3.938 2.297  0.211
H: 1.189 -4.523 4.012  0.386
H: -2.121 -3.301 4.572  0.339
H: -0.930 -4.551 4.954  0.356
H: -1.832 -4.591 3.425  0.305
H: 1.558 4.305 6.689  0.342
H: -1.165 4.958 6.160  0.372
C: 1.561 4.229 5.597  -0.912
C: -0.785 4.838 5.147  -1.021
N: 0.259 3.847 5.117  0.339
H: 2.336 3.519 5.299  0.264
C: -0.136 2.583 4.870  -0.161
O: 0.638 1.620 4.603  -0.794
H: -1.618 4.508 4.541  0.341
H: -1.210 2.439 4.884  0.562
H: 1.771 5.222 5.202  0.319
H: -0.407 5.789 4.784  0.305
H: 2.139 0.739 -2.171  -0.058
H: 2.726 -1.682 -2.817  0.416
C: 3.151 0.637 -1.752  -0.804
C: 3.359 -1.842 -1.929  -1.056
N: 3.273 -0.651 -1.074  0.318
H: 3.362 1.447 -1.052  0.381
C: 3.054 -0.742 0.271  0.135
O: 2.791 0.236 0.982  -0.739
H: 3.060 -2.714 -1.338  0.282
H: 3.116 -1.784 0.663  0.338
H: 3.859 0.668 -2.577  0.330
H: 4.400 -1.973 -2.269  0.313
O: -0.854 0.843 -2.640  -0.400
C: -1.594 -0.458 -2.620  0.754
C: -0.006 -2.045 -1.387  0.248
C: -1.265 -1.437 -1.489  -0.150
H: 0.802 -1.646 -1.994  0.704
C: 0.186 -3.225 -0.646  -1.188
H: -2.687 -0.285 -2.542  0.366
C: -2.203 -1.791 -0.489  -0.791
H: 1.142 -3.758 -0.682  0.296
C: -0.865 -3.706 0.154  -0.426
C: -2.003 -2.929 0.316  -1.129
H: -3.056 -1.153 -0.355  0.554
H: -0.731 -4.626 0.703  0.553
H: -2.763 -3.226 1.044  0.427
Si: -0.741 2.379 -2.013  0.971
Cl: 0.215 0.571 -0.119  -0.020
C: 1.050 3.170 -1.888  -0.542
C: -1.774 3.426 -0.753  -1.103
C: -1.561 2.663 -3.654  -1.248
H: 1.859 2.459 -1.701  -0.259
H: 1.189 3.900 -1.075  0.315
H: 1.353 3.686 -2.813  0.405
H: -0.994 2.103 -4.413  0.066
H: -1.642 3.672 -3.986  0.512
H: -2.559 2.234 -3.579  0.262
H: -2.395 2.872 -0.065  0.175
H: -2.459 4.116 -1.264  0.386
H: -1.169 4.083 -0.104  0.270
I: -2.445 1.171 2.274  -0.553

F_max in eV/A: 4.73
ΔE to the lowest compared entry with this formula, charge and spin in kJ/mol: 0.00
Frontier orbital gap in eV: 8.3

ORCA calculation (ωB97M-V with the def2-TZVPD basis set) on a cluster of 3 separate species, C25H48BBrIN4O10P2S in total.

Each line ends with the Mulliken charge.
CARTESIAN COORDINATES (ANGSTROEM)
C: 7.587 0.601 1.116  -0.949
C: 6.716 -0.457 1.910  -0.343
N: 5.737 -1.142 1.024  -0.123
C: 4.407 -0.653 1.203  0.058
N: 4.124 0.628 1.429  -1.277
N: 2.863 0.937 1.578  1.080
B: 2.636 2.447 1.788  0.198
C: 2.529 3.493 0.602  -0.846
O: 2.535 2.908 3.114  -0.564
C: 1.744 0.185 1.582  0.573
C: 0.296 0.717 1.825  -1.443
C: -0.375 1.363 0.531  -0.306
C: -1.660 0.500 0.165  -1.016
I: -1.026 3.401 0.823  0.117
C: 1.944 -1.268 1.336  0.845
N: 0.865 -2.199 1.280  -0.767
C: 0.474 -2.328 0.109  0.473
S: 0.208 -2.312 -1.451  -0.156
C: 3.325 -1.635 1.129  0.354
C: 3.677 -3.118 0.822  -1.166
C: 4.028 -3.344 -0.688  0.328
O: 3.482 -2.829 -1.590  -0.311
Br: 5.482 -4.648 -1.023  -0.132
H: 8.676 0.429 1.260  0.324
H: 7.353 1.618 1.528  0.214
H: 7.310 0.611 0.031  0.300
H: 6.242 -0.033 2.824  0.328
H: 7.409 -1.257 2.283  0.400
H: 5.970 -1.053 0.034  0.304
H: 3.517 3.988 0.394  0.376
H: 1.866 4.318 0.969  0.276
H: 2.059 3.108 -0.331  0.303
H: 3.374 3.391 3.259  0.341
H: -0.304 -0.207 2.035  0.347
H: 0.211 1.349 2.737  0.614
H: 0.315 1.233 -0.343  0.496
H: -2.402 1.072 -0.430  0.459
H: -1.396 -0.462 -0.329  0.013
H: -2.163 0.245 1.137  0.345
H: 2.726 -3.691 0.987  0.408
H: 4.502 -3.454 1.482  0.513
O: 1.109 0.909 -6.011  -0.810
P: 0.799 0.025 -7.194  1.135
O: -0.767 -0.375 -6.818  -0.397
C: -1.666 0.586 -6.273  -0.194
C: -2.663 1.056 -7.315  -1.161
O: 1.561 -1.339 -6.689  -0.334
C: 2.522 -1.311 -5.644  -0.688
C: 1.865 -1.619 -4.314  -0.684
O: 0.663 -0.762 -8.659  -0.367
C: -0.303 -0.373 -9.625  -0.113
C: -0.026 1.002 -10.196  -1.107
H: -1.150 1.452 -5.855  0.325
H: -2.199 0.098 -5.452  0.301
H: -2.155 1.582 -8.127  0.225
H: -3.393 1.736 -6.873  0.402
H: -3.196 0.210 -7.755  0.290
H: 3.055 -0.360 -5.620  0.363
H: 3.263 -2.083 -5.867  0.382
H: 1.053 -0.919 -4.097  0.298
H: 2.593 -1.574 -3.503  0.282
H: 1.423 -2.619 -4.331  0.337
H: -1.310 -0.443 -9.213  0.194
H: -0.254 -1.111 -10.429  0.339
H: -0.006 1.761 -9.407  0.318
H: -0.792 1.273 -10.924  0.364
H: 0.946 1.021 -10.691  0.317
O: -4.326 -1.635 6.636  -0.812
P: -3.919 -0.467 5.777  1.109
O: -5.414 0.188 5.494  -0.359
C: -6.403 0.249 6.520  -0.252
C: -6.542 1.659 7.061  -1.097
O: -3.693 -1.268 4.359  -0.284
C: -3.552 -2.684 4.318  -0.271
C: -4.891 -3.344 4.058  -1.079
O: -3.194 0.823 4.996  -0.314
C: -3.358 2.160 5.450  -0.086
C: -2.708 2.394 6.798  -1.141
H: -6.191 -0.432 7.345  0.323
H: -7.349 -0.066 6.074  0.311
H: -5.618 1.980 7.548  0.204
H: -7.349 1.713 7.793  0.405
H: -6.753 2.367 6.256  0.280
H: -3.085 -3.063 5.228  0.373
H: -2.870 -2.916 3.494  0.264
H: -5.629 -3.067 4.811  0.257
H: -4.791 -4.431 4.050  0.391
H: -5.290 -3.023 3.093  0.276
H: -4.411 2.441 5.457  0.164
H: -2.880 2.802 4.706  0.318
H: -3.120 1.723 7.558  0.316
H: -2.861 3.425 7.120  0.389
H: -1.634 2.204 6.741  0.305

F_max in eV/A: 8.26
Frontier orbital gap in eV: 7.7
Total charge: +1

ORCA calculation (ωB97M-V with the def2-TZVPD basis set) on a structure of composition C26H32Br27NO7S2.

Each line ends with the Mulliken charge.
CARTESIAN COORDINATES (ANGSTROEM)
C: 3.405 2.008 -1.124  -0.268
C: 4.489 0.794 -1.371  -0.363
S: 3.904 -0.887 -0.708  -0.111
C: 2.016 -0.797 -0.746  -0.658
C: 1.280 -2.218 -0.376  1.177
C: 1.189 -2.988 -1.818  -0.340
C: 2.333 -4.356 -1.788  0.496
C: 3.918 -3.963 -2.377  -0.617
O: 2.808 -4.868 -3.186  -0.488
O: 1.837 -3.076 0.693  -0.353
S: 0.560 -4.043 1.371  1.255
O: 0.339 -3.936 2.928  -0.591
O: 0.713 -5.608 1.233  -0.601
O: -0.723 -3.302 0.495  -0.361
C: -0.281 -1.966 0.043  -0.159
C: -0.680 -0.979 1.280  -0.326
C: 0.489 -0.688 2.381  -0.544
N: 0.279 0.766 2.854  -0.599
O: -0.991 -1.342 -1.111  0.101
C: -2.235 -2.053 -1.429  0.104
O: -2.307 -2.695 -2.628  -0.464
C: -3.598 -2.110 -0.509  0.654
C: -4.023 -1.030 0.657  0.058
C: -5.377 -1.175 1.571  -0.354
C: -6.409 -2.437 1.359  -0.470
C: -6.046 -3.531 0.151  -0.430
C: -4.680 -3.363 -0.750  -0.197
H: 3.015 2.095 -0.021  -0.195
H: 2.468 1.750 -1.817  0.071
H: 3.781 3.067 -1.452  0.292
H: 5.522 1.112 -0.922  0.273
H: 4.600 0.674 -2.548  0.258
H: 1.712 -0.382 -1.821  0.465
H: 1.729 0.085 0.005  0.068
H: 0.192 -3.576 -2.004  0.172
H: 1.568 -2.359 -2.729  0.287
H: 2.253 -5.157 -0.826  -0.283
H: 3.990 -3.296 -3.341  0.288
H: 4.559 -4.956 -2.256  0.350
H: -1.005 0.059 0.828  -0.135
H: -1.566 -1.519 1.872  0.494
H: 0.266 -1.356 3.335  0.350
H: 1.589 -0.816 2.010  0.213
H: 0.393 1.393 2.019  0.111
H: 0.994 0.975 3.586  0.272
H: -3.319 -0.097 0.871  0.138
H: -5.572 -0.366 2.407  0.285
H: -7.374 -2.567 2.017  0.293
H: -6.771 -4.443 -0.075  0.288
H: -4.442 -4.138 -1.595  0.038
C: 4.010 -7.468 2.241  -0.291
Br: 3.964 -6.908 0.379  0.073
Br: 4.746 -9.257 2.442  -0.051
Br: 4.936 -6.175 3.362  -0.021
H: 2.973 -7.508 2.589  0.331
C: -0.683 3.420 -0.750  -0.506
Br: -0.273 1.718 -1.599  0.020
Br: -2.401 3.378 0.162  -0.006
Br: 0.749 4.003 0.431  0.021
H: -0.763 4.165 -1.548  0.495
C: -6.490 4.482 1.503  -0.367
Br: -6.536 5.042 -0.360  0.006
Br: -5.754 2.693 1.703  -0.012
Br: -5.564 5.775 2.624  0.020
H: -7.527 4.442 1.851  0.369
C: 5.196 4.144 2.353  -0.330
Br: 3.502 3.195 2.237  0.093
Br: 6.668 3.087 1.645  -0.035
Br: 5.100 5.900 1.520  0.034
H: 5.400 4.305 3.416  0.253
C: -4.011 -5.139 -4.888  -0.211
Br: -5.103 -3.544 -4.672  -0.036
Br: -4.378 -6.460 -3.508  -0.044
Br: -4.175 -5.893 -6.674  -0.028
H: -2.967 -4.831 -4.766  0.290
C: 2.794 7.234 4.585  -0.282
Br: 4.529 6.486 5.049  -0.009
Br: 1.849 6.124 3.296  0.053
Br: 1.713 7.590 6.163  -0.037
H: 2.980 8.198 4.101  0.292
C: -1.037 -8.118 -8.829  -0.299
Br: -0.693 -6.942 -7.319  0.009
Br: -0.972 -9.993 -8.316  -0.008
Br: -2.703 -7.672 -9.730  -0.040
H: -0.230 -7.956 -9.551  0.327
C: -7.791 9.597 1.592  -0.322
Br: -6.065 9.992 2.399  -0.009
Br: -7.612 9.042 -0.263  -0.001
Br: -8.801 8.306 2.640  -0.016
H: -8.365 10.529 1.594  0.339
C: 7.823 8.954 3.370  -0.306
Br: 8.231 7.092 2.982  -0.020
Br: 8.966 10.169 2.370  -0.030
Br: 5.937 9.351 3.105  -0.026
H: 8.037 9.114 4.431  0.375

F_max in eV/A: 8.86
Frontier orbital gap in eV: 7.6

ORCA calculation (ωB97M-V with the def2-TZVPD basis set) on the molecule C5H9NO.

Each line ends with the Mulliken charge.
CARTESIAN COORDINATES (ANGSTROEM)
O: 2.112 -0.644 -2.982  -0.460
C: 2.266 -0.184 -1.882  -0.035
C: 1.179 0.512 -1.107  -0.526
C: 0.618 -0.381 0.020  -0.496
C: -0.815 -0.013 0.334  -0.387
C: -1.345 -0.044 1.550  -0.090
N: -2.637 0.377 1.892  -0.530
H: 3.250 -0.291 -1.389  0.344
H: 1.631 1.400 -0.661  0.245
H: 0.393 0.787 -1.802  0.345
H: 0.606 -1.414 -0.346  0.286
H: 1.203 -0.273 0.923  0.330
H: -1.419 0.240 -0.527  0.185
H: -0.731 -0.357 2.394  0.314
H: -3.117 -0.258 2.520  0.240
H: -3.193 0.544 1.063  0.235

F_max in eV/A: 0.97
SMILES: N/C=C/CCC=O
ΔE to the lowest compared entry with this formula, charge and spin in kJ/mol: 162.19
Frontier orbital gap in eV: 9.5

Among the records above, which one has the highest frontier orbital gap? C5H9NO

Look up the frontier orbital gap of the second one. 7.7 eV

Which of these has the lowest frontier orbital gap? C26H32Br27NO7S2

Which value of F_max does entry 4 give? 0.97 eV/A